(1)
Molecular formula: C33H91IN3O24S
Method: DFT, ωB97M-V/def2-TZVPD

Output
**Calculated total energy**: -3977.712061 Eh
**Kohn-Sham gap**: 7.51 eV
**Net charge**: +1

Last column: Löwdin charge in e.
Geometry (Å):
1 H 3.798 -0.941 -4.694  0.084
2 C 2.290 1.109 3.632  -0.196
3 H -1.890 2.943 1.896  0.013
4 H -3.307 3.848 2.329  0.050
5 H -1.209 4.845 -0.950  0.115
6 H -4.078 -4.952 -2.458  -0.009
7 H -5.916 4.746 0.976  -0.007
8 C 3.704 -0.265 -2.635  -0.088
9 C -0.998 0.932 -2.461  -0.120
10 H 3.637 0.429 -7.536  0.042
11 C -2.872 3.928 0.207  -0.265
12 H -2.299 -0.964 -0.068  0.061
13 H -3.840 -2.570 -2.387  0.037
14 H 6.264 -0.382 -5.325  0.011
15 H 6.037 -1.832 -5.709  0.030
16 C 0.818 0.133 5.545  -0.122
17 H 0.412 -0.256 2.940  0.100
18 N -0.548 1.897 0.111  0.199
19 O 3.087 -2.106 2.341  -0.051
20 C -0.749 4.242 -3.652  -0.062
21 H -0.413 2.045 -7.145  0.054
22 O -6.835 2.922 0.250  -0.088
23 C -1.408 4.020 -0.280  -0.109
24 H 1.043 -0.813 5.053  0.077
25 H -0.193 -1.069 0.975  0.122
26 H -7.266 2.830 -0.605  0.050
27 H 3.347 0.626 -0.729  0.106
28 O 0.414 1.743 8.922  -0.046
29 H 5.172 3.121 2.772  -0.005
30 H 3.854 -2.289 2.894  0.052
31 H -6.143 -1.071 4.810  0.039
32 C 0.666 3.742 -3.617  -0.430
33 O -0.079 -5.301 1.661  -0.041
34 H -2.583 3.846 -2.624  0.123
35 O 6.405 -1.285 -5.009  -0.060
36 O 0.557 -1.826 10.897  -0.046
37 H 1.677 2.257 -1.561  0.107
38 C -2.883 3.209 1.566  -0.586
39 C -2.804 -4.308 -0.247  -0.284
40 H 0.878 -0.057 6.611  0.031
41 H 0.067 -1.418 -2.729  0.101
42 H -0.040 -3.934 -2.176  0.089
43 H 0.109 -1.050 10.545  0.037
44 H -3.464 -0.300 -2.055  0.045
45 C -0.034 -1.278 -1.661  -0.052
46 H 2.536 0.085 3.386  0.087
47 H 3.876 -3.446 10.496  0.038
48 H -0.801 4.197 0.599  0.122
49 H -5.067 5.843 1.633  0.020
50 C -2.139 -1.991 -0.361  -0.051
51 H -4.129 -1.084 3.608  -0.026
52 H -0.618 -5.762 -4.510  0.034
53 H 1.822 2.021 1.714  0.079
54 H -3.729 -2.375 2.909  0.012
55 H 2.768 -2.525 10.996  0.011
56 O 3.332 -3.482 -1.282  -0.048
57 O -3.580 -1.870 3.714  -0.062
58 H -2.324 2.780 -3.948  0.066
59 H 3.122 -0.832 8.789  0.028
60 O -1.549 -2.003 6.811  -0.055
61 H -4.558 -5.572 -0.376  0.074
62 C -0.856 -3.628 -1.536  -0.020
63 O -1.431 -5.283 -4.700  -0.046
64 C -3.717 -5.389 0.280  -0.015
65 C 2.148 1.554 -2.233  -0.028
66 O 1.562 4.414 -3.198  0.153
67 H 0.799 -5.105 1.320  0.035
68 S -3.006 0.326 -4.356  0.932
69 H 1.003 2.541 -5.149  0.122
70 C -1.822 3.256 -3.121  -0.095
71 H 2.834 4.634 0.847  0.040
72 H -4.870 -0.020 -3.033  0.064
73 O 2.314 -0.421 8.458  -0.068
74 C 3.088 0.636 -1.775  -0.069
75 C -1.047 2.675 -0.819  -0.191
76 H 1.309 2.191 5.238  0.105
77 H 1.900 -0.047 9.243  0.009
78 H -4.086 -5.059 1.245  0.085
79 H 0.425 -2.498 10.220  0.047
80 H 1.073 -3.246 -3.113  -0.012
81 H 6.136 2.101 -7.482  0.045
82 C 1.819 1.580 -3.588  -0.230
83 H -0.223 0.361 5.312  0.071
84 H 4.436 -0.978 -2.290  0.100
85 H 1.365 -0.386 0.640  0.126
86 C -1.289 2.256 -2.145  -0.073
87 H -0.843 -0.592 -3.992  0.055
88 C 1.299 1.649 2.587  -0.175
89 H 1.418 -1.746 -5.351  -0.005
90 H 5.875 0.647 -7.884  0.024
91 H -5.126 -2.232 -3.528  0.076
92 H -0.650 -1.773 6.552  0.005
93 H 7.130 5.894 1.226  0.048
94 O -5.818 5.705 1.050  -0.057
95 H 0.755 2.451 3.078  0.102
96 H 0.179 -2.520 -5.736  0.028
97 H -2.100 -1.709 6.076  0.017
98 C -4.098 -2.009 -3.278  -0.136
99 H 2.177 0.652 -5.485  0.101
100 H 1.968 -4.318 -3.710  0.067
101 C -1.041 -2.304 -1.161  -0.176
102 H -0.688 -4.999 0.978  -0.013
103 H 3.432 -2.152 1.444  0.018
104 H -1.690 -4.892 -3.861  -0.006
105 H 5.738 6.269 0.721  0.044
106 O -6.567 -0.982 3.949  -0.067
107 H -3.498 -2.358 -4.109  0.065
108 O -4.883 -5.095 -2.964  -0.043
109 H -1.160 3.224 -6.544  0.037
110 H 0.950 -1.483 -1.250  0.121
111 H -6.344 2.102 0.389  -0.077
112 O 3.662 -2.517 10.627  -0.056
113 H 4.288 -3.520 -1.397  0.053
114 H -5.089 -6.029 -2.847  0.050
115 H 1.098 2.273 8.500  0.046
116 H 3.391 -1.028 -7.914  0.060
117 H -3.827 -2.675 0.736  0.113
118 O 0.628 -1.684 -5.897  -0.057
119 N -0.241 0.659 -0.223  0.014
120 H 3.070 -2.680 -1.745  -0.011
121 C 1.775 1.222 5.064  -0.235
122 H -1.589 -5.651 -1.354  0.131
123 C -3.012 -2.973 0.096  -0.017
124 C 3.371 -0.252 -3.987  -0.070
125 O 3.367 4.026 1.368  -0.046
126 H 3.181 1.728 3.575  0.093
127 C 0.341 -0.131 0.897  -0.076
128 O 5.695 2.809 3.515  -0.050
129 H -3.496 3.420 -0.519  0.081
130 C 2.447 0.672 -4.439  -0.021
131 O -0.311 2.979 -6.927  -0.036
132 C 0.254 0.555 2.238  -0.166
133 O 6.235 1.193 -7.178  -0.048
134 H 6.591 3.094 3.314  0.036
135 H -3.250 4.938 0.320  0.102
136 H -0.803 1.049 -4.561  0.059
137 O 3.785 -0.472 -7.231  -0.046
138 C -3.900 -0.506 -3.026  -0.500
139 C -1.253 0.394 -3.827  -0.392
140 O 6.210 5.612 1.242  -0.047
141 O 1.268 -3.696 -3.941  -0.037
142 H 4.258 4.395 1.317  0.003
143 H -7.362 -0.470 4.131  0.043
144 H 2.638 1.194 5.726  0.106
145 H -0.773 5.177 -3.110  0.115
146 H -0.757 0.903 2.429  0.084
147 H -3.133 -6.285 0.465  0.092
148 N 0.829 2.423 -4.153  0.089
149 I -3.950 1.367 1.465  0.991
150 C -1.728 -4.613 -1.084  -0.062
151 C -0.428 0.142 -1.437  -0.118
152 H -0.971 4.495 -4.686  0.120
153 H -0.136 1.439 8.192  0.032

(2)
Molecular formula: C33H91N3O14
Method: DFT, ωB97M-V/def2-TZVPD

Output
**Calculated total energy**: -2529.418854 Eh
**Kohn-Sham gap**: 9.65 eV
**SMILES**: COC[C@H](C)N.COC[C@H](C)N.COC[C@H](C)N.CC(C)O.CC(C)O.CC(C)O.CC(C)O.CC(C)O.OCCO.OCCO.OCCO
**Relative energy (zero: lowest compared OMol25 entry of this formula, charge and spin)**: 0.000 eV
**Net charge**: 0

Last column: Löwdin charge in e.
Geometry (Å):
1 H 12.713 15.647 9.444  0.083
2 H 10.377 17.069 15.682  0.111
3 C 16.760 18.607 11.124  -0.049
4 H 12.822 8.843 9.496  0.127
5 C 15.774 12.721 10.667  -0.043
6 H 14.982 13.338 11.068  0.062
7 H 14.004 14.664 8.522  0.047
8 C 12.226 9.081 10.388  -0.211
9 H 13.808 15.165 11.916  0.119
10 H 9.327 9.906 9.146  0.091
11 H 17.768 16.531 12.937  0.065
12 C 12.917 16.899 12.821  -0.035
13 H 14.402 9.927 15.090  0.115
14 C 12.859 21.772 9.331  -0.053
15 H 16.225 15.411 10.732  0.135
16 H 11.793 19.482 10.477  0.061
17 H 11.269 14.722 13.590  0.094
18 H 10.693 9.161 8.228  0.083
19 H 8.694 11.133 12.752  0.128
20 H 15.402 12.686 15.821  0.147
21 H 11.505 10.608 12.291  0.075
22 H 14.874 10.533 16.677  0.121
23 C 13.056 21.327 11.765  -0.070
24 C 7.215 12.750 12.695  -0.243
25 H 17.605 16.631 15.972  0.124
26 H 14.009 8.265 12.341  0.092
27 H 9.297 15.808 8.749  0.103
28 H 9.988 17.043 19.453  0.088
29 C 16.696 16.078 15.734  -0.229
30 C 16.297 15.963 8.308  -0.084
31 H 11.363 14.760 11.810  0.066
32 H 14.869 8.586 10.862  0.060
33 H 12.210 17.264 12.050  0.088
34 C 8.156 16.535 10.432  -0.203
35 H 15.482 12.608 9.608  0.072
36 O 14.365 15.968 16.448  -0.091
37 O 18.087 16.865 12.066  -0.098
38 C 8.616 12.213 12.466  -0.198
39 C 11.024 16.587 17.654  -0.610
40 H 9.350 12.774 13.029  0.106
41 H 7.673 16.188 8.386  0.110
42 H 17.958 12.842 10.551  0.139
43 C 9.895 16.378 18.584  -0.057
44 O 16.449 16.154 14.338  -0.119
45 H 19.270 20.000 11.820  0.069
46 H 11.980 8.138 10.889  0.129
47 H 7.182 16.362 10.852  0.109
48 H 15.441 16.187 8.942  0.065
49 H 12.882 13.315 15.597  0.042
50 H 12.307 13.550 12.675  0.051
51 H 12.017 21.487 11.986  0.075
52 H 8.640 14.001 9.972  0.074
53 C 8.296 15.765 9.146  -0.227
54 H 18.333 13.813 12.486  0.080
55 N 12.500 10.401 12.475  0.039
56 O 10.956 13.490 9.301  -0.065
57 H 12.673 13.321 10.351  0.112
58 H 12.455 11.689 15.775  0.083
59 C 14.620 12.103 15.299  -0.389
60 C 17.053 14.801 10.206  -0.245
61 H 12.437 11.353 8.893  0.057
62 O 11.034 9.811 10.182  -0.231
63 H 16.187 8.401 14.951  0.086
64 H 12.883 16.140 17.445  0.044
65 H 12.455 12.387 7.429  0.093
66 C 13.184 15.456 12.767  -0.472
67 H 7.244 13.974 11.162  0.063
68 O 9.118 16.005 11.395  -0.104
69 H 15.579 12.509 13.585  0.071
70 O 7.085 14.029 12.132  -0.074
71 C 16.849 9.060 15.554  -0.085
72 H 15.904 17.935 11.321  0.077
73 C 13.343 20.758 10.401  -0.465
74 C 10.205 9.262 9.177  -0.085
75 H 16.028 16.724 17.566  0.125
76 H 8.999 16.592 18.014  0.078
77 C 15.064 10.640 15.610  -0.216
78 H 10.694 13.460 8.405  0.059
79 H 17.086 16.720 8.345  0.086
80 H 11.096 17.706 17.530  0.140
81 C 19.190 18.942 11.643  -0.051
82 C 13.274 12.394 15.959  -0.044
83 C 12.884 12.250 8.432  -0.035
84 H 9.870 8.282 9.539  0.093
85 H 11.772 21.853 9.442  0.080
86 H 16.824 14.443 12.649  0.035
87 H 13.394 20.793 12.669  0.087
88 H 13.824 17.445 12.605  0.066
89 C 17.112 13.440 10.852  -0.367
90 H 13.308 22.750 9.442  0.072
91 C 11.954 14.567 12.711  -0.039
92 N 14.618 12.497 13.915  0.067
93 N 17.348 13.646 12.317  0.059
94 H 13.947 12.104 8.409  0.056
95 O 7.943 14.379 9.328  -0.110
96 H 15.949 15.796 7.295  0.086
97 C 13.205 9.959 11.253  -0.381
98 H 16.842 8.745 16.616  0.094
99 H 15.737 11.808 11.140  0.031
100 H 6.499 12.028 12.299  0.120
101 H 9.817 15.334 18.853  0.083
102 C 14.415 9.078 11.686  -0.050
103 H 11.688 15.822 15.815  0.050
104 H 15.580 15.677 14.107  0.073
105 O 12.172 16.039 18.097  -0.021
106 H 12.489 17.299 13.762  0.094
107 H 9.630 12.025 10.729  0.055
108 H 8.648 15.609 12.158  0.077
109 H 17.588 18.547 13.086  0.138
110 H 8.355 17.620 10.304  0.123
111 H 15.197 9.616 12.232  0.067
112 H 15.462 17.712 16.311  0.109
113 H 14.060 11.866 13.323  0.071
114 H 12.574 15.176 7.783  0.089
115 H 19.351 18.796 10.544  0.087
116 H 17.101 18.429 10.127  0.059
117 H 16.820 15.034 16.016  0.118
118 H 14.089 15.790 15.521  0.054
119 H 17.829 9.006 15.133  0.073
120 O 13.987 15.101 13.897  -0.173
121 H 6.926 12.827 13.723  0.113
122 H 17.996 15.367 10.326  0.124
123 H 14.407 20.536 10.224  0.126
124 H 13.024 21.388 8.324  0.075
125 H 13.452 10.901 10.687  0.114
126 C 15.599 16.691 16.564  -0.205
127 H 19.937 18.264 12.113  0.089
128 H 12.546 9.700 13.201  0.063
129 C 12.962 14.830 8.755  -0.030
130 H 13.474 22.301 11.836  0.064
131 C 17.894 18.267 12.065  -0.504
132 H 10.013 15.381 16.146  0.066
133 C 12.433 13.468 9.271  -0.406
134 H 14.206 14.068 13.990  0.077
135 O 16.433 10.428 15.351  -0.189
136 C 10.748 16.146 16.254  -0.058
137 H 13.275 12.589 17.035  0.090
138 O 12.705 19.482 10.258  -0.055
139 O 8.771 12.299 11.040  -0.085
140 H 16.420 19.613 11.259  0.065
141 O 16.811 14.726 8.829  -0.194